Entry 1:
9
Properties=species:S:1:pos:R:3:forces:R:3 method="wB97M-V/def2-TZVPD" molar_mass_g_mol=64.06 homo_energy_ev="-10.07 / -10.07" total_energy_ha=-250.33979 e_above_lowest_kcal_mol=76.86 lumo_ev="-0.355 / -0.355"
C -0.17051 -0.85855 -0.28719 -0.079 -4.113 -1.181
N 0.30956 1.37002 -0.04382 -0.065 -1.652 0.889
N 0.55805 0.24020 -0.60636 1.767 2.170 -1.734
F 2.33266 -0.24692 0.02597 -2.069 0.464 -0.356
H -1.04958 -1.13402 -0.96044 1.255 1.080 0.342
H 0.56730 -1.67260 -0.42457 -0.579 0.104 -0.046
H -0.49579 -0.94800 0.68222 -0.930 0.159 2.685
H 0.28153 1.43792 0.97478 -0.339 -0.173 -0.030
H 0.85958 2.03153 -0.49008 1.040 1.960 -0.569

***

Entry 2:
7
Properties=species:S:1:pos:R:3:forces:R:3 method="wB97M-V/def2-TZVPD" molar_mass_g_mol=87.04 homo_energy_ev="-9.96 / -9.96" smiles="N#CN(O)N=O" total_energy_ha=-353.24754 e_above_lowest_kcal_mol=116.48 lumo_ev="-1.805 / -1.807"
C 2.31865 -0.73175 -0.30227 0.548 0.618 0.310
N 3.40597 -1.08259 -0.14875 0.534 0.083 -0.318
N 0.41519 -1.27295 1.18721 -1.896 1.852 -1.813
N 1.01694 -0.64192 -0.25032 -3.617 -2.000 3.169
O 0.13567 0.32198 -0.56018 0.133 1.059 -0.642
O -0.67815 -0.78793 1.30804 2.995 -1.684 0.342
H -0.62244 0.19164 0.14022 1.303 0.073 -1.047